Computed, not measured: the molecule C21H40O4, with ωB97M-V/def2-TZVPD.

The value obtained for the total energy is -1125.1348 hartree. The calculation puts the energy relative to the best compared isomer or geometry (same formula, charge and spin) at 0.0360 eV. The value obtained for the highest occupied orbital energy is -9.35 eV. The calculation puts the gap between HOMO and LUMO at 10.1 eV.

Each line ends with the natural charge from an NBO analysis.
Element x y z (Å)
H (3.16, -3.26, 0.53)  0.2053
C (-3.90, -2.39, -2.53)  -0.6004
C (3.19, 1.81, 0.86)  -0.1769
H (-0.09, 1.15, -2.91)  0.1909
O (-0.05, 1.69, 2.67)  -0.7199
C (-2.77, 0.84, 1.85)  -0.0820
H (3.39, -0.26, 2.73)  0.2049
H (4.16, -1.82, 2.41)  0.2028
C (-1.00, 1.74, -2.77)  -0.3920
C (4.52, -0.35, 0.90)  -0.3902
H (1.19, 1.24, -0.97)  0.2013
C (2.11, 2.49, 0.50)  -0.2016
C (1.36, 2.31, -0.79)  -0.4543
H (-3.05, -3.03, -2.74)  0.1972
H (5.37, 0.10, 1.42)  0.2046
C (-2.00, 0.95, -1.94)  -0.4131
C (2.27, -1.51, 1.41)  -0.4086
H (-1.60, -0.94, -2.89)  0.1881
H (-3.01, -1.38, -0.86)  0.1873
H (-0.66, 2.59, -0.07)  0.1979
H (4.91, -1.12, 0.24)  0.2029
H (-4.61, -2.95, -1.92)  0.2091
O (-3.72, 0.99, 2.87)  -0.7081
H (3.68, 2.04, 1.79)  0.2012
H (-1.55, 0.67, -0.98)  0.2082
C (3.84, 0.73, 0.05)  -0.4567
C (-2.47, -0.31, -2.65)  -0.3765
H (1.26, -3.84, -0.96)  0.2072
H (-1.56, 3.69, -2.08)  0.2005
H (-4.39, -2.15, -3.47)  0.2022
H (-2.35, 1.83, 1.68)  0.1981
H (-4.34, -0.50, -1.61)  0.1961
C (-0.64, 0.55, 3.22)  -0.0808
O (-0.96, -0.58, 1.09)  -0.5335
C (-1.64, -0.13, 2.26)  0.0251
H (-3.23, 0.48, 0.92)  0.1678
C (-0.64, 3.10, -2.16)  -0.3885
C (3.61, -0.99, 1.95)  -0.3946
H (1.97, 2.68, -1.62)  0.2109
C (1.11, -3.22, -0.07)  -0.3762
C (-0.06, -2.25, -0.32)  -0.5162
C (-0.75, -1.90, 0.97)  0.8224
H (4.60, 1.19, -0.60)  0.2223
H (0.11, -0.19, 3.52)  0.1684
H (0.03, 3.62, -2.85)  0.1976
H (1.75, -2.00, 2.24)  0.2094
H (-1.19, 0.88, 4.10)  0.1990
H (-2.07, -1.00, 2.77)  0.2110
H (1.67, -0.67, 1.09)  0.1947
C (0.02, 3.05, -0.79)  -0.3834
H (-2.87, 1.58, -1.72)  0.1946
H (0.19, 4.08, -0.46)  0.2031
H (1.74, 3.27, 1.15)  0.2096
H (0.45, 1.44, 1.88)  0.4787
H (3.10, 0.27, -0.62)  0.2021
H (-0.81, -2.75, -0.95)  0.2434
H (0.82, -3.88, 0.75)  0.2201
H (-2.94, -0.04, -3.60)  0.1938
C (-3.46, -1.12, -1.82)  -0.3928
H (-1.42, 1.91, -3.76)  0.2007
H (2.78, -1.99, -0.63)  0.1925
H (0.27, -1.35, -0.83)  0.2198
O (-1.11, -2.71, 1.79)  -0.6074
C (2.42, -2.51, 0.26)  -0.4040
H (-4.14, 0.14, 3.05)  0.4650